1.
This record from OMol25 describes a molecular structure, C42H45N5ORuSTe. The level of theory is ωB97M-V/def2-TZVPD.

Structure (XYZ):
```
96
Properties=species:S:1:pos:R:3:forces:R:3
Ru 1.40031 1.39567 -0.36335 0.032 0.239 0.522
C -2.20124 1.54002 1.71000 -0.023 0.001 0.014
C -1.51482 2.78824 1.18157 0.000 0.034 -0.064
C -2.03069 3.21795 -0.19258 0.018 -0.044 0.007
C -0.00513 2.68221 1.23433 0.048 0.234 -0.066
C 0.67689 1.59008 1.83075 -0.166 -0.238 -0.074
C 2.03982 1.68016 2.09557 0.059 -0.053 -0.126
C 2.70614 2.94581 2.09785 -0.022 0.036 -0.007
C 4.06242 3.08509 2.71592 0.011 -0.022 0.013
C 2.06634 3.96516 1.46180 0.089 -0.029 0.001
C 0.79158 3.75997 0.85789 -0.040 -0.041 0.151
H -3.28291 1.65926 1.65480 0.009 -0.012 0.000
H -1.94007 1.35107 2.75344 -0.014 0.002 -0.002
H -1.93536 0.66438 1.11842 -0.021 0.037 0.028
H -1.74175 3.59765 1.88549 -0.020 0.008 -0.020
H -1.69085 2.51884 -0.95781 -0.016 0.034 0.053
H -1.69740 4.22071 -0.46058 0.022 0.000 -0.006
H -3.12101 3.22856 -0.19340 0.017 0.009 0.006
H 0.13996 0.70479 2.13327 -0.011 0.094 0.034
H 2.54351 0.81452 2.51274 0.016 0.004 0.010
H 4.02173 2.91433 3.79292 -0.004 -0.009 -0.002
H 4.47211 4.07929 2.54774 -0.002 0.003 0.010
H 4.75705 2.34967 2.30109 0.000 0.004 -0.002
H 2.53144 4.94051 1.38748 -0.015 0.007 0.007
H 0.33066 4.58337 0.32676 -0.006 0.026 0.010
S 8.43197 -1.15721 -0.30098 0.044 0.005 0.468
N 7.88816 0.35530 -0.33913 0.004 -0.004 -0.410
C 6.56743 0.28234 -0.39852 -0.008 -0.010 0.142
C 5.66424 1.40927 -0.50754 -0.015 0.018 0.033
C 6.07607 2.73136 -0.69229 0.012 -0.012 -0.004
C 5.11463 3.70084 -0.86057 -0.013 0.014 -0.003
C 3.76952 3.35304 -0.76170 0.020 0.009 0.027
N 3.36314 2.11092 -0.51965 -0.055 -0.036 -0.178
C 4.29842 1.13486 -0.46371 -0.004 -0.002 0.000
C 3.79857 -0.22596 -0.45750 -0.004 -0.013 -0.031
N 2.45569 -0.36569 -0.58648 0.039 0.017 -0.061
C 1.95977 -1.59083 -0.71948 0.006 0.015 -0.026
C 2.75546 -2.73299 -0.68503 0.000 0.011 -0.001
C 4.11431 -2.60581 -0.52547 0.016 0.005 -0.003
C 4.65724 -1.32123 -0.42634 -0.011 -0.007 0.053
C 6.07704 -1.04499 -0.34696 0.000 0.037 0.139
N 7.03568 -1.95290 -0.25020 -0.004 -0.031 -0.404
H 7.13290 2.96087 -0.73392 -0.005 0.005 0.001
H 5.37978 4.72931 -1.06059 0.006 -0.007 0.002
H 2.99954 4.10055 -0.87577 -0.012 0.006 0.011
H 0.89482 -1.67045 -0.85792 0.084 0.003 -0.017
H 2.28236 -3.69886 -0.79261 -0.002 -0.002 0.002
H 4.77151 -3.46514 -0.50029 -0.003 -0.001 -0.001
C 1.19941 1.34695 -2.72607 -0.043 0.006 -0.085
C 0.23759 0.20995 -2.44013 0.066 -0.032 0.005
O 0.18137 -0.71976 -3.23576 -0.032 0.021 0.048
N -0.45718 0.33323 -1.27131 0.186 -0.114 -0.143
Te -1.94150 -1.05055 -1.54254 -0.166 -0.006 0.036
C -3.63531 -0.21383 -0.60159 -0.026 -0.038 -0.053
C -4.28971 -0.71413 0.53120 -0.030 -0.010 -0.021
C -3.74962 -1.80245 1.41503 -0.012 0.009 0.000
C -5.51973 -0.15810 0.86580 -0.001 0.014 0.019
C -6.10526 0.86213 0.12868 0.000 0.010 -0.009
C -7.42924 1.44850 0.52289 0.003 -0.001 -0.005
C -5.43552 1.32308 -1.00017 -0.007 0.000 0.020
C -4.22061 0.78836 -1.39980 0.039 0.006 0.015
C -3.60891 1.28905 -2.68624 0.039 0.010 0.011
C -1.42811 -2.80554 -0.47452 0.004 -0.044 -0.083
C -0.66110 -2.87844 0.68872 0.017 0.018 0.023
C -0.21014 -1.66995 1.45945 -0.033 -0.018 -0.028
C -0.33020 -4.13466 1.18647 -0.002 0.005 0.013
C -0.76323 -5.30410 0.57858 -0.021 0.002 -0.019
C -0.41320 -6.65296 1.13514 -0.002 0.000 0.001
C -1.54959 -5.19651 -0.56652 0.009 -0.001 0.011
C -1.89054 -3.97129 -1.11840 0.016 0.012 0.023
C -2.75468 -3.95081 -2.35635 0.012 0.019 0.024
H 0.73404 1.99437 -3.47555 -0.017 -0.025 -0.007
H 2.14398 0.98525 -3.11993 -0.001 -0.010 0.000
H 1.34185 2.18704 -1.95368 0.007 -0.049 -0.099
H -2.72390 -1.59800 1.71131 -0.033 0.005 0.017
H -3.76603 -2.77577 0.92245 0.006 0.003 0.002
H -4.35000 -1.87871 2.31905 -0.008 -0.003 0.000
H -6.03382 -0.53658 1.74161 -0.001 0.003 -0.004
H -7.82901 0.96925 1.41402 0.001 0.002 -0.001
H -8.15500 1.33245 -0.28295 0.000 -0.002 0.002
H -7.33442 2.51711 0.72102 0.000 -0.002 0.000
H -5.88259 2.10871 -1.59900 0.000 -0.004 -0.002
H -4.11528 2.19509 -3.01316 -0.006 -0.002 0.000
H -3.71349 0.55332 -3.48724 -0.003 -0.011 -0.010
H -2.54830 1.53294 -2.58710 -0.047 -0.025 -0.018
H -0.30487 -0.75987 0.86823 0.004 -0.107 0.049
H 0.83139 -1.77352 1.77140 0.002 -0.006 -0.004
H -0.80431 -1.55548 2.36886 0.010 0.006 0.025
H 0.26875 -4.19442 2.08907 -0.004 -0.001 0.002
H 0.21025 -6.57092 2.02320 -0.001 0.001 0.000
H 0.11920 -7.24994 0.39368 -0.002 -0.004 0.000
H -1.31675 -7.20229 1.40233 0.003 0.000 0.001
H -1.90745 -6.09915 -1.04825 0.003 -0.001 0.005
H -3.04313 -4.96416 -2.62623 0.002 0.000 0.003
H -2.23309 -3.52049 -3.21375 0.005 0.010 0.001
H -3.68003 -3.38833 -2.20143 0.008 0.005 -0.002
```
Positions in Å, forces in eV/Å.

The frontier orbital gap comes out at 7.53 eV. Its energy above the lowest of the compared OMol25 structures with the same formula, charge and spin is 1.688 eV. The calculation puts the LUMO energy at -5.957 eV. Its total charge is +2.

2.
This record from OMol25 describes a molecular structure, C49H56N4OP2STi. The level of theory is ωB97M-V/def2-TZVPD.

Structure (XYZ):
```
114
Properties=species:S:1:pos:R:3:forces:R:3
Ti 1.61901 0.22668 0.31533 0.444 0.292 -1.526
C -1.26539 4.91180 1.38164 -0.006 -0.004 0.054
N -0.92747 4.33364 0.09784 0.060 -0.143 -0.064
C -1.22985 4.86671 -1.14041 0.029 -0.023 -0.079
C -0.73713 4.02273 -2.06745 -0.044 0.014 0.020
N -0.14016 2.97387 -1.39432 -0.075 0.116 0.184
C -0.25384 3.16912 -0.05747 0.055 0.031 0.011
S 0.34008 2.25824 1.25247 -0.003 0.034 0.103
C 0.54046 1.87670 -2.00404 0.190 -0.099 -0.233
C 1.27369 2.04962 -3.12554 -0.232 0.089 0.307
C 2.03774 0.91936 -3.58659 0.073 -0.175 -0.126
C 1.94568 -0.26715 -2.95322 0.015 -0.016 -0.064
C 1.08596 -0.43237 -1.79929 0.117 -0.004 1.277
N 0.42188 0.71901 -1.30549 0.268 0.001 0.523
H -1.71166 5.88820 1.21158 -0.003 -0.005 -0.004
H -0.36763 5.01578 1.98875 -0.004 0.001 -0.009
H -1.97038 4.27098 1.91073 0.010 0.006 0.002
H -1.77928 5.78441 -1.24028 0.003 0.016 -0.029
H -0.78433 4.03156 -3.13955 -0.010 0.028 -0.027
H 1.33525 3.01041 -3.61520 0.000 0.012 -0.001
H 2.67514 1.03633 -4.45303 0.019 -0.020 0.003
H 2.48459 -1.13030 -3.32514 0.054 0.020 0.012
H 0.49785 -1.34935 -1.71243 -0.002 0.008 -0.304
C -3.30013 0.61596 1.18271 -0.022 0.026 0.045
C -2.34578 -0.42099 1.77897 0.002 -0.031 0.096
P -2.87409 -2.17359 1.42225 0.053 0.116 -0.083
C -3.53912 -2.64963 3.06455 -0.008 0.005 0.002
C -4.88600 -2.98951 3.14075 0.006 0.000 -0.005
C -5.46706 -3.32038 4.35967 -0.010 -0.005 0.010
C -4.70073 -3.32082 5.51308 -0.025 -0.010 0.001
C -3.35186 -2.98918 5.44917 0.031 0.003 0.011
C -2.77891 -2.65448 4.23478 -0.022 0.001 0.001
C -1.26757 -3.05837 1.41943 0.019 0.033 0.046
C -1.17399 -4.36926 1.89017 -0.016 -0.014 0.009
C 0.00128 -5.09101 1.75193 0.030 -0.017 -0.021
C 1.10561 -4.53009 1.12145 -0.033 0.016 0.010
C 1.02415 -3.23568 0.63237 0.012 -0.055 -0.026
C -0.15014 -2.51454 0.78907 -0.018 0.082 0.101
C -3.02622 0.95920 -0.28439 0.035 0.098 -0.112
P -2.69758 -0.45826 -1.42495 -0.024 -0.026 0.144
C -2.36378 0.42983 -2.99854 -0.053 0.009 -0.012
C -1.53681 -0.21613 -3.91444 0.023 0.014 0.000
C -1.24577 0.35835 -5.14287 0.009 -0.024 0.012
C -1.77820 1.59480 -5.47179 -0.015 0.036 -0.012
C -2.60232 2.25143 -4.56711 0.017 0.010 -0.021
C -2.89170 1.67334 -3.33985 -0.008 -0.031 0.010
C -4.38841 -1.10253 -1.76226 -0.006 0.018 -0.019
C -5.56091 -0.35511 -1.68542 0.037 -0.009 -0.006
C -6.79058 -0.93250 -1.96645 -0.013 -0.018 -0.003
C -6.86488 -2.26808 -2.33607 -0.017 0.008 0.000
C -5.70500 -3.02405 -2.41721 0.005 -0.013 -0.010
C -4.47998 -2.44411 -2.12494 0.005 -0.010 0.014
H -3.19656 1.54264 1.75595 -0.033 -0.010 0.004
H -4.33777 0.29297 1.31431 0.004 -0.050 -0.044
H -2.28765 -0.29547 2.86344 0.005 -0.008 -0.011
H -1.34724 -0.22890 1.38372 -0.022 -0.022 -0.025
H -5.48155 -2.99651 2.23514 -0.001 0.003 -0.005
H -6.51646 -3.58126 4.40324 -0.007 -0.002 0.006
H -5.14898 -3.58282 6.46274 -0.001 0.001 0.004
H -2.74937 -2.99411 6.34862 0.001 -0.002 0.006
H -1.72402 -2.40745 4.18989 0.010 0.004 0.005
H -2.02912 -4.82997 2.37012 0.000 0.000 0.010
H 0.05195 -6.10396 2.13061 0.006 -0.002 0.008
H 2.01968 -5.09793 1.00821 0.004 -0.007 -0.004
H 1.86832 -2.79273 0.11549 0.012 0.010 0.007
H -0.21591 -1.49723 0.41464 -0.107 -0.103 -0.296
H -2.10405 1.54672 -0.34776 -0.050 -0.101 0.064
H -3.83056 1.60232 -0.64866 0.016 0.006 -0.028
H -1.09815 -1.17089 -3.64936 -0.007 -0.001 -0.008
H -0.58990 -0.15558 -5.83325 0.004 0.003 -0.010
H -1.55237 2.04729 -6.42913 0.002 0.005 0.000
H -3.02666 3.21643 -4.81905 0.000 -0.002 -0.012
H -3.54012 2.20328 -2.65333 -0.008 -0.005 0.017
H -5.52724 0.69044 -1.40715 0.009 0.029 0.008
H -7.69273 -0.33788 -1.89972 -0.011 0.009 0.000
H -7.82401 -2.71798 -2.55734 -0.012 -0.002 0.000
H -5.75469 -4.06795 -2.69927 -0.002 -0.007 -0.003
H -3.57594 -3.04118 -2.16342 0.010 -0.013 0.003
C 2.31461 0.06343 3.39543 0.044 0.019 0.042
O 1.49040 -0.49800 2.35487 -0.094 -0.060 -0.023
H 2.54588 -0.70393 4.13403 -0.014 0.009 -0.020
H 1.80611 0.90742 3.86267 0.013 -0.003 -0.012
H 3.22451 0.40012 2.90592 -0.012 -0.005 0.021
H 0.71120 -0.93006 2.72423 0.012 -0.031 -0.026
C 4.37220 -2.17243 -1.08278 0.011 0.019 0.027
C 5.18383 -1.77904 0.15203 0.062 -0.084 -0.032
C 4.51351 -2.21384 1.45608 -0.026 0.014 -0.012
C 5.60590 -0.32076 0.16529 -0.224 0.162 -0.016
C 6.97108 -0.07489 0.12941 0.044 0.040 0.017
C 7.48622 1.20780 0.16794 0.064 -0.004 0.010
C 6.60498 2.26822 0.25213 0.056 0.020 -0.030
C 5.22828 2.08830 0.28402 -0.138 -0.174 -0.003
C 4.38891 3.34341 0.42953 0.032 0.080 -0.011
C 3.39517 3.56215 -0.70871 0.015 0.012 0.018
C 3.73900 3.41642 1.81215 -0.039 -0.015 -0.017
C 4.68890 0.77173 0.23106 0.367 -0.041 -0.115
N 3.33224 0.53481 0.26685 -0.789 -0.003 0.241
H 4.13679 -3.24066 -1.05743 0.001 -0.015 -0.007
H 4.94347 -1.97542 -1.99172 -0.002 0.008 -0.005
H 3.44420 -1.60624 -1.14558 -0.018 0.009 0.021
H 6.11987 -2.34625 0.09473 -0.035 0.017 0.004
H 3.57059 -1.69360 1.61052 -0.032 0.009 -0.005
H 5.16229 -2.00247 2.30842 0.004 0.012 0.008
H 4.31355 -3.28818 1.44319 -0.013 -0.026 0.001
H 7.64769 -0.92100 0.07559 0.002 0.000 -0.005
H 8.55459 1.37739 0.14059 0.012 -0.002 -0.005
H 6.99271 3.28074 0.29365 -0.003 -0.006 0.001
H 5.09919 4.17651 0.37639 -0.015 -0.033 0.023
H 2.67061 2.75739 -0.75928 -0.053 -0.069 0.002
H 3.91435 3.59914 -1.66832 -0.005 0.000 -0.007
H 2.86090 4.50733 -0.56987 -0.006 0.005 -0.003
H 3.05518 2.58346 1.96101 0.012 -0.008 -0.003
H 3.16512 4.33970 1.92298 -0.010 0.023 0.010
H 4.50327 3.38847 2.59140 0.004 0.004 0.008
```
Positions in Å, forces in eV/Å.

The frontier orbital gap (alpha / beta) comes out at 5.97 / 5.97 eV. The calculation puts the LUMO energy (alpha / beta) at 0.289 / 0.289 eV. Its total charge is 0.